[1]
Entry from the Open Molecules 2025 dataset: a 10-piece molecular cluster, C26H72N4O10 overall at a distorted geometry (ωB97M-V with the def2-TZVPD basis set).

Geometry as XYZ:
```
112
C26H72N4O10, DFT ωB97M-V with the def2-TZVPD basis set
N 0.6544 0.2892 0.6460
C 0.2356 -0.1663 -0.5152
N 0.5945 0.4432 -1.5960
O -0.8805 -1.0508 -0.5643
H 0.3369 -0.1706 1.5306
H 0.9939 1.2088 0.6959
H 0.1274 0.2632 -2.5081
H 1.2267 1.2260 -1.5744
N 0.8640 3.3481 -2.8448
C 1.9226 3.2602 -2.0695
N 2.7213 2.3227 -2.3394
O 2.1874 4.1013 -0.9483
H 0.0718 3.9131 -2.6369
H 0.6119 2.6269 -3.5186
H 3.5481 2.1501 -1.7902
H 2.6654 1.9126 -3.3015
C 1.7878 -2.2501 2.4618
C 0.5341 -2.9568 2.1685
C 0.2245 -4.0123 3.2983
O -0.4817 -2.2285 1.9490
H 2.0224 -1.6677 1.6152
H 2.7341 -2.8837 2.6117
H 1.6620 -1.4704 3.1798
H 0.5434 -3.6670 1.3177
H -0.7169 -4.5972 3.1577
H 0.2519 -3.5773 4.2977
H 1.0607 -4.7177 3.1872
H -0.4647 -2.0740 1.0057
C -1.3244 4.5311 2.4783
C -0.6038 3.4243 1.7568
C -0.6554 3.5387 0.2471
O 0.5764 3.1498 2.0632
H -0.8356 5.4767 2.2331
H -1.1258 4.5073 3.5739
H -2.4122 4.5404 2.3425
H -1.2057 2.5620 1.8829
H -1.6554 3.6981 -0.1369
H -0.2613 2.6547 -0.3335
H -0.0875 4.4313 -0.1322
H 1.1530 3.9808 2.0309
C 4.9459 2.1430 0.9744
C 3.7644 1.3122 0.6201
C 4.0886 0.1735 -0.3242
O 3.1873 0.7457 1.6014
H 5.4321 2.7050 0.1353
H 5.7246 1.5660 1.4432
H 4.5796 2.9566 1.6334
H 3.0322 1.8911 0.1910
H 3.4131 0.1187 -1.1508
H 4.1195 -0.7743 0.1734
H 5.0597 0.4030 -0.8035
H 2.4195 0.3718 1.2831
C 1.3229 -3.3520 -1.7140
C 2.2915 -2.4020 -2.3643
C 3.6747 -2.7069 -1.8581
O 2.2963 -2.5925 -3.6005
H 1.4742 -4.3610 -1.9457
H 0.2457 -3.0835 -1.6839
H 1.6024 -3.3911 -0.6929
H 1.9691 -1.3451 -2.3688
H 3.6039 -2.6453 -0.8077
H 4.4364 -1.9637 -2.1056
H 3.9967 -3.7488 -2.0853
H 2.6313 -1.8163 -4.0661
C -0.2496 -1.1090 -4.4493
C -0.8415 0.2199 -4.6737
C -2.1412 0.2337 -3.9609
O -0.0863 1.1493 -4.2474
H 0.7650 -1.0375 -4.9051
H -0.8585 -1.8417 -4.9516
H -0.1511 -1.4232 -3.4071
H -0.9930 0.4122 -5.7470
H -2.0833 0.2628 -2.9054
H -2.7991 -0.5545 -4.2632
H -2.7246 1.1046 -4.2225
H 0.6650 1.1906 -4.8828
C -4.0369 2.2656 0.5017
C -3.0895 1.0709 0.4172
C -2.9403 0.3136 1.7692
O -3.4175 0.3045 -0.5053
H -5.0207 1.7913 0.7538
H -4.1366 2.8542 -0.4566
H -3.6721 3.0064 1.2281
H -2.0634 1.3915 0.0459
H -2.3756 0.7745 2.6321
H -2.6063 -0.6717 1.6440
H -3.9390 0.2008 2.1182
H -2.6368 -0.2150 -0.7460
C -0.0791 0.1305 4.2794
C -0.5718 1.0681 5.3554
C -1.8279 0.3629 5.9299
O 0.1066 1.3071 6.3914
H 0.3598 -0.7502 4.7680
H 0.5759 0.7140 3.5869
H -0.9636 -0.3951 3.7784
H -0.7953 1.9987 4.8137
H -2.1905 0.9659 6.7407
H -1.6260 -0.6403 6.3420
H -2.6254 0.3456 5.2205
H 0.8026 1.9492 6.2125
C -3.0147 -3.0243 -0.7557
C -3.4179 -2.5803 -2.1783
C -2.6245 -3.2712 -3.1596
O -4.6472 -2.6697 -2.4111
H -3.2927 -2.3015 -0.0906
H -2.0285 -2.9921 -0.4919
H -3.4306 -3.9782 -0.5160
H -3.2780 -1.4577 -2.2487
H -2.7989 -4.3466 -3.1471
H -1.4985 -3.0537 -3.1361
H -2.7786 -3.0716 -4.1976
H -4.8350 -2.2775 -3.2781
```

## Properties
SMILES string = NC(N)=O.NC(N)=O.CC(C)O.CC(C)O.CC(C)O.CC(C)O.CC(C)O.CC(C)O.CC(C)O.CC(C)O
Calculated total energy = -54555.285 eV
E_HOMO = -0.331 Eh
Orbital gap = 8.28 eV
ΔE to the lowest compared entry with this formula, charge and spin = 11.044 eV
Lowest unoccupied orbital energy = -0.726 eV

Löwdin atomic charge list, values in e, 99 entries:
1 N 0.217
2 C -0.474
3 N 0.213
4 O -0.137
5 H 0.123
6 H 0.076
7 H 0.096
8 H 0.064
9 N 0.196
10 C -0.615
11 N 0.155
12 O -0.140
13 H 0.116
14 H 0.070
15 H 0.109
16 H 0.159
17 C -0.040
18 C -0.628
19 C -0.032
20 O -0.006
21 H 0.027
22 H 0.131
23 H 0.056
24 H 0.137
25 H 0.088
26 H 0.067
27 H 0.072
28 H 0.047
29 C -0.022
30 C -0.676
31 C -0.066
32 O 0.008
33 H 0.082
34 H 0.087
35 H 0.078
36 H 0.100
37 H 0.066
38 H 0.063
39 H 0.085
40 H 0.174
41 C -0.021
42 C -0.637
43 C -0.036
44 O 0.019
45 H 0.098
46 H 0.082
47 H 0.096
48 H 0.076
49 H 0.034
50 H 0.079
51 H 0.096
52 H -0.006
53 C -0.012
54 C -0.639
55 C -0.042
56 O -0.010
57 H 0.080
58 H 0.072
59 H 0.048
60 H 0.119
61 H 0.042
62 H 0.079
63 H 0.113
64 H 0.113
65 C -0.034
66 C -0.624
67 C -0.015
68 O -0.050
69 H 0.099
70 H 0.091
71 H 0.067
72 H 0.162
73 H 0.061
74 H 0.082
75 H 0.095
76 H 0.150
77 C -0.029
78 C -0.640
79 C -0.007
80 O -0.006
81 H 0.098
82 H 0.093
83 H 0.058
84 H 0.121
85 H 0.076
86 H 0.040
87 H 0.067
88 H 0.052
89 C -0.064
90 C -0.627
91 C -0.038
92 O 0.029
93 H 0.084
94 H 0.082
95 H 0.085
96 H 0.136
97 H 0.069
98 H 0.097
99 H 0.058

[2]
Entry from the Open Molecules 2025 dataset: a 9-piece molecular cluster, C26H74N4O14 overall at a distorted geometry (ωB97M-V with the def2-TZVPD basis set).

Geometry as XYZ:
```
118
C26H74N4O14, DFT ωB97M-V with the def2-TZVPD basis set
C -1.6465 2.0686 3.2234
O -2.2965 1.3316 2.1724
C -1.3175 1.0746 1.1154
C -1.8525 -0.1114 0.2594
C -2.1525 -1.4624 1.0264
N -0.9385 -0.4074 -0.7676
H -1.2505 2.9826 2.8324
H -0.8265 1.5476 3.7554
H -2.4265 2.3446 3.9314
H -1.2835 1.9756 0.4404
H -0.2595 0.8236 1.4554
H -2.8105 0.2826 -0.2046
H -2.5225 -2.2404 0.4164
H -2.7435 -1.2814 1.9654
H -1.1985 -1.9604 1.1984
H -0.8465 0.4966 -1.2616
H -0.0295 -0.5964 -0.2966
C 1.3975 -2.7424 0.6234
O 0.8745 -2.7764 1.9104
C 1.3185 -1.7674 2.7994
C 1.1705 -2.1834 4.2104
C -0.1705 -1.8354 4.7014
N 2.1715 -1.3374 4.9844
H 1.4525 -3.7154 0.2304
H 2.3635 -2.1914 0.6514
H 0.6795 -2.1574 -0.0686
H 2.3765 -1.6764 2.6484
H 0.8285 -0.7744 2.5844
H 1.4675 -3.2184 4.3324
H -0.9015 -2.3624 3.9774
H -0.3345 -0.7944 4.7294
H -0.4535 -2.2074 5.6564
H 3.0085 -1.4264 4.3894
H 2.3995 -2.0184 5.7544
C 0.2575 -0.7294 -4.1316
O 1.3295 -1.0004 -5.0166
C 0.9715 -0.6544 -6.3816
C 2.1375 -0.8444 -7.2886
C 1.8525 -1.0624 -8.7306
N 2.7665 -2.0644 -6.9456
H -0.0205 0.2856 -3.9876
H 0.4495 -1.0744 -3.0986
H -0.6325 -1.3044 -4.4586
H 0.0485 -1.2274 -6.6026
H 0.6165 0.3756 -6.3986
H 2.8955 -0.1764 -7.0676
H 1.0875 -1.8044 -8.7876
H 2.7185 -1.3054 -9.2836
H 1.4325 -0.0644 -9.0926
H 2.0975 -2.8724 -7.0936
H 2.5905 -2.1024 -5.9836
C 2.2265 0.2936 -0.8836
O 1.2985 1.2526 -0.5396
C 1.7905 2.5726 -0.3446
C 2.6045 2.7866 0.9624
C 1.8395 2.5976 2.2174
N 3.1995 4.1136 1.1044
H 1.7275 -0.5984 -1.3036
H 2.9245 -0.0104 -0.1006
H 2.7895 0.5626 -1.7536
H 2.4655 2.8226 -1.1446
H 0.9345 3.2376 -0.1666
H 3.3755 2.0606 0.7984
H 1.0625 3.3826 2.3274
H 2.3475 2.6966 3.2074
H 1.2335 1.7386 2.3434
H 2.4765 4.8226 0.9504
H 3.8315 4.3846 0.3084
O -1.7045 5.7636 1.2024
C -1.3445 4.8566 0.2134
C -1.2205 5.5996 -1.1376
O -0.8495 4.7466 -1.9596
H -2.3235 5.2976 1.7524
H -0.4405 4.3576 0.5924
H -2.1795 4.1386 0.1414
H -0.5265 6.4196 -1.0056
H -2.1565 6.0676 -1.5026
H -0.7195 5.1906 -2.8196
O -2.4295 -2.0094 -2.7146
C -3.0355 -3.1474 -2.1986
C -1.8285 -4.0464 -1.7496
O -2.1635 -5.2064 -1.5056
H -2.0385 -1.3414 -2.0666
H -3.6425 -2.9754 -1.4186
H -3.6895 -3.6224 -2.9966
H -1.4245 -3.6484 -0.8946
H -1.0005 -3.8914 -2.4786
H -2.3845 -5.5944 -2.3156
O -0.3645 -4.8854 3.2074
C -1.3555 -5.3624 2.3164
C -0.6615 -6.0504 1.1704
O -1.4805 -6.6994 0.5324
H 0.0915 -4.2044 2.8224
H -1.9785 -6.0974 2.8364
H -1.9255 -4.4924 1.9384
H 0.0925 -6.7254 1.6744
H -0.1735 -5.3794 0.4914
H -1.8335 -6.0834 -0.1036
O -4.3745 1.9596 -3.6166
C -3.3855 2.4636 -2.8096
C -2.0955 1.8076 -3.1636
O -1.2265 2.1006 -2.2806
H -4.1265 2.2496 -4.5156
H -3.2465 3.6166 -2.9006
H -3.6705 2.2676 -1.7346
H -1.7635 1.9766 -4.1976
H -2.1995 0.7116 -2.9246
H -1.0125 2.9966 -2.5146
O 1.2185 1.3526 5.4754
C 2.2155 2.1276 6.0964
C 1.5665 2.7666 7.2924
O 2.4995 3.5186 7.7604
H 1.8245 0.6126 5.1584
H 2.9505 1.3456 6.4144
H 2.6045 2.9046 5.4604
H 1.2825 2.0746 8.1254
H 0.8195 3.4096 6.8534
H 2.8355 3.9926 6.9904
```

## Properties
SMILES string = COC[C@H](C)N.COC[C@H](C)N.COC[C@H](C)N.COC[C@H](C)N.OCCO.OCCO.OCCO.OCCO.OCCO
Calculated total energy = -62774.489 eV
E_HOMO = -0.322 Eh
Orbital gap = 8.61 eV
ΔE to the lowest compared entry with this formula, charge and spin = 12.474 eV
Lowest unoccupied orbital energy = -0.155 eV

Löwdin atomic charge list, values in e, 99 entries:
1 C -0.093
2 O -0.179
3 C -0.160
4 C -0.402
5 C -0.007
6 N 0.034
7 H 0.053
8 H 0.076
9 H 0.090
10 H 0.114
11 H 0.104
12 H 0.155
13 H 0.030
14 H 0.103
15 H 0.047
16 H 0.059
17 H 0.050
18 C -0.081
19 O -0.218
20 C -0.193
21 C -0.416
22 C -0.046
23 N 0.038
24 H 0.072
25 H 0.093
26 H 0.084
27 H 0.108
28 H 0.144
29 H 0.146
30 H 0.115
31 H 0.055
32 H 0.076
33 H 0.076
34 H 0.113
35 C -0.101
36 O -0.197
37 C -0.177
38 C -0.490
39 C -0.063
40 N 0.026
41 H 0.056
42 H 0.077
43 H 0.094
44 H 0.136
45 H 0.123
46 H 0.124
47 H 0.071
48 H 0.069
49 H 0.105
50 H 0.112
51 H 0.028
52 C -0.126
53 O -0.200
54 C -0.150
55 C -0.441
56 C -0.060
57 N 0.035
58 H 0.072
59 H 0.090
60 H 0.090
61 H 0.122
62 H 0.099
63 H 0.121
64 H 0.087
65 H 0.084
66 H 0.028
67 H 0.071
68 H 0.094
69 O -0.048
70 C -0.230
71 C -0.360
72 O -0.037
73 H 0.079
74 H 0.095
75 H 0.130
76 H 0.127
77 H 0.141
78 H 0.154
79 O -0.115
80 C -0.208
81 C -0.363
82 O 0.036
83 H 0.061
84 H 0.067
85 H 0.145
86 H 0.078
87 H 0.148
88 H 0.120
89 O -0.058
90 C -0.197
91 C -0.433
92 O 0.016
93 H -0.026
94 H 0.133
95 H 0.122
96 H 0.152
97 H 0.106
98 H 0.053
99 O -0.042